# 1
2 unconnected molecules or ions with the total composition C3H10NS2 in a non-equilibrium geometry, computed with ωB97M-V/def2-TZVPD.

Summary:
Charge = +1
Multiplicity = 1
HOMO = -13.0 eV
Frontier orbital gap = 0.328 hartree

Cartesian coordinates (Å):
C 0.6138 -1.8753 0.8202
C -1.2608 2.3537 -0.4024
C 1.4785 -1.4979 -0.3501
N -1.5438 1.0169 0.1250
S 3.0672 -2.2044 -0.0498
S 0.8694 -0.4176 -1.3903
H -0.2660 -1.2590 0.7271
H 0.2991 -2.9001 0.8457
H 1.2069 -1.8601 1.7680
H -0.3953 2.8099 -0.0437
H -1.1401 2.2532 -1.5210
H -2.2253 2.9707 -0.3314
H -1.4032 1.0548 1.1624
H -0.8277 0.2669 -0.2521
H 3.9983 -1.4223 -0.8344
H -2.4709 0.7106 -0.2732

# 2
5 unconnected molecules or ions with the total composition C22H30F3N8O4S in a non-equilibrium geometry, computed with ωB97M-V/def2-TZVPD.

Summary:
Charge = +1
Multiplicity = 1
HOMO = -9.6 eV
Frontier orbital gap = 0.162 hartree

Cartesian coordinates (Å):
O -1.1503 -0.3863 -3.0863
N -0.8534 0.7666 -3.1681
O 0.3580 0.8937 -3.8039
C 1.4330 0.9583 -2.8230
N 1.3039 2.1453 -1.9158
C 1.6946 2.1210 -0.6536
N 1.5410 3.2846 0.2472
C 0.3820 2.9191 1.1307
C 0.4353 1.4518 1.7582
C 1.2402 0.3720 0.8971
S 2.0437 -0.7967 2.1378
O 2.9349 -1.8059 1.4889
O 0.9128 -1.4785 2.8432
C 3.0545 0.0965 3.4274
F 2.3123 0.1827 4.6351
F 3.3700 1.4368 3.0901
F 4.2152 -0.6249 3.7752
N 2.2969 0.9265 -0.0081
H 2.4419 1.0420 -3.3538
H 1.3291 0.0181 -2.1900
H 0.8671 3.0011 -2.2998
H 1.2803 4.0862 -0.3627
H -0.6427 3.1127 0.6382
H 0.4126 3.6530 2.0182
H 0.7693 1.5271 2.8562
H -0.6551 1.0842 1.8186
H 0.4900 -0.2871 0.3318
H 3.1169 1.2678 0.5111
N 3.6155 -1.0663 -6.5617
C 4.6528 -1.9536 -6.4577
C 4.5217 -2.6224 -5.2654
C 3.3586 -2.1246 -4.6283
C 2.8186 -1.1673 -5.4530
H 3.4622 -0.4383 -7.3335
H 5.3937 -2.0314 -7.2384
H 5.1881 -3.3862 -4.8939
H 2.9599 -2.4332 -3.6727
H 1.9389 -0.5506 -5.3466
N -0.8522 -4.5142 0.9699
C -0.0493 -4.1790 2.0293
C -0.1143 -5.1981 2.9472
C -0.9833 -6.1867 2.4208
C -1.4211 -5.7392 1.1992
H -1.0006 -3.9494 0.1510
H 0.4952 -3.2481 2.0385
H 0.4067 -5.2296 3.8924
H -1.2573 -7.1225 2.8846
H -2.0871 -6.1842 0.4758
N -0.5035 4.7727 4.9387
C -1.2050 5.7019 4.2149
C -2.3897 5.9393 4.8661
C -2.4024 5.1287 6.0286
C -1.2255 4.4222 6.0490
H 0.4008 4.4060 4.6939
H -0.8014 6.1112 3.3009
H -3.1615 6.6218 4.5430
H -3.1860 5.0695 6.7689
H -0.8407 3.7018 6.7545
N -4.2235 -1.3300 -2.8907
C -5.2742 -2.0845 -3.3396
C -6.3499 -1.8421 -2.5212
C -5.9351 -0.9021 -1.5456
C -4.6196 -0.6020 -1.7999
H -3.3045 -1.3122 -3.2985
H -5.1656 -2.7280 -4.1991
H -7.3274 -2.2905 -2.6150
H -6.5331 -0.4903 -0.7464
H -3.9326 0.0638 -1.2998

Molecular weight, respectively: 124.25 559.60 g/mol.
Electronic energy, respectively: -26425.958 -62383.545 eV.
Energy relative to the best compared isomer or geometry (same formula, charge and spin), respectively: 153.5 258.2 kJ/mol.